20
Properties=species:S:1:pos:R:3 method="wB97M-V/def2-TZVPD" charge=-1 multiplicity=1 homo_ev=-3.5 homo_lumo_gap_ev=7.049
C 0.9947 0.0997 -2.0107
C 1.5020 0.7371 -0.7320
S 0.3742 0.7085 0.6776
H 0.1488 0.6542 -2.4131
H 0.6303 -0.9008 -1.8286
H 1.7759 0.0613 -2.7765
H 1.9235 1.7342 -0.8696
H 2.4043 0.1456 -0.4806
H -2.2579 2.3929 2.2934
H -0.7582 2.2228 2.1797
O -1.4434 2.9043 2.3530
H 1.6519 1.5135 2.4582
H 2.9037 1.9674 3.2384
O 1.9772 2.1805 3.1006
H -0.9732 -1.8731 0.8649
H -1.2862 -0.9754 -0.2141
O -1.4060 -1.9212 -0.0008
H -2.0799 -3.4237 -1.8957
H -3.4514 -4.0811 -1.7260
O -2.6303 -4.1468 -2.2182


8
Properties=species:S:1:pos:R:3 method="wB97M-V/def2-TZVPD" charge=-1 smiles="CS(=O)(=O)[S-]" multiplicity=1 homo_ev=-4.1 homo_lumo_gap_ev=7.851
C -0.6718 -0.6837 -0.1624
S 0.6666 0.5605 0.2053
O 1.8491 0.0047 -0.4269
O 0.8109 0.6999 1.8168
S -0.0227 2.1653 -0.6074
H -0.9077 -0.4568 -1.2262
H -0.2634 -1.7578 -0.3203
H -1.4608 -0.5321 0.7212


8
Properties=species:S:1:pos:R:3 method="wB97M-V/def2-TZVPD" charge=0 multiplicity=1 homo_ev="-9.5 / -9.8" homo_lumo_gap_ev="7.601 / 7.026"
C 0.8301 1.2402 0.5624
N -1.7886 -0.1643 -1.2482
O 1.7474 1.8381 1.0969
P -0.4320 0.2033 1.3845
P -0.8022 -0.9989 -0.4243
H 0.9359 1.0997 -0.5851
H 0.6555 -0.9269 -0.7828
H -1.1462 -2.2912 -0.0033


ΔE to the lowest compared entry with this formula, charge and spin? In order: 13.78, 29.11, 79.23 kcal/mol.
Maximum force? In order: 0.0306, 0.1063, 0.0635 hartree/bohr.
Energy? In order: -783.199808, -986.779326, -852.408640 Eh.